85
Properties=species:S:1:pos:R:3:forces:R:3 method="wB97M-V/def2-TZVPD" total_charge=+1 orbital_gap_ev="7.42 / 4.52" max_force_ev_per_a=1.97 e_lumo_ev="-2.66 / -5.54" total_energy_ev=-77016.2063 spin_multiplicity=5
N -2.6728 2.3592 -1.7733 0.10 -0.29 -0.50
H 2.9064 -0.6410 3.6740 -0.06 -0.08 0.15
C -0.9467 0.2923 2.8553 -0.14 -0.42 0.86
C -2.9133 -1.8508 -4.5181 -0.12 0.14 -0.04
H 3.9777 2.2547 3.2560 0.10 -0.01 0.06
C -3.3671 -3.1970 0.3686 0.07 -0.13 0.29
C -3.5370 0.3158 -5.4089 -0.02 -0.22 0.04
C 1.8378 -2.7222 1.5269 0.00 0.22 0.10
H -3.0441 -2.9225 -4.4992 0.01 -0.13 0.02
H 0.8980 2.4380 0.7760 0.10 0.13 -0.11
H -0.7222 -0.4990 6.6507 0.03 -0.05 0.12
C -1.8798 1.7309 -0.9053 -1.28 1.44 0.44
C 3.8281 -0.4132 3.1416 -0.09 -0.04 -0.07
C 3.1841 1.9201 2.5902 -0.10 -0.04 -0.11
C 1.5366 3.4128 -1.0261 0.06 0.15 -0.02
H 4.4112 -2.2684 0.6988 0.09 0.03 0.05
H 4.2788 -1.3383 2.7936 -0.01 -0.14 -0.03
H 2.3306 4.1218 -2.8787 -0.01 0.09 -0.11
H 1.5659 -1.4414 -1.6707 -0.08 -0.06 0.13
H 2.5616 -2.7441 2.3362 0.04 0.01 0.11
P 2.0838 -0.0475 0.9477 1.43 -0.02 -0.78
H 0.8877 -2.3545 1.9227 -0.06 -0.14 0.08
Rh -0.3570 0.1810 0.7660 -0.53 -0.21 -0.18
H -2.1395 -1.9534 -0.8899 0.02 0.03 0.00
H -1.3280 -1.8182 -3.0737 0.10 -0.18 0.01
H -5.0717 -1.1502 -6.9078 0.03 -0.11 0.01
H 3.5240 2.0222 -3.3772 0.05 0.01 -0.11
O 0.6385 -0.0400 -2.9187 -0.26 -0.24 0.05
H -4.1473 0.9065 -6.0755 -0.07 0.10 -0.05
H 3.6150 -3.3121 -0.4614 -0.04 -0.11 -0.04
C -3.7013 -1.0794 -5.3893 0.34 0.27 0.36
C -0.4318 1.2302 3.7381 -0.12 0.29 -0.20
C -3.6669 -3.4998 1.6944 0.09 0.19 -0.40
H 3.4506 0.1509 -1.8125 0.03 -0.11 -0.06
C 4.8016 0.7373 1.1200 -0.19 -0.03 -0.12
C 2.9569 2.1189 -2.4649 0.14 -0.01 -0.01
H 0.3080 -1.6327 -0.4462 -0.02 -0.26 -0.30
H 4.5211 0.0398 3.8487 0.07 0.05 0.05
H -2.6237 3.1854 1.9233 -0.02 0.02 0.05
H 2.2666 1.8484 3.1689 -0.11 0.07 0.13
N -1.7832 -1.5838 1.0963 0.18 0.43 0.37
O -0.2716 2.2213 -3.1865 -0.27 0.00 -0.26
F -1.6434 -2.4161 5.1960 -0.01 0.26 -0.05
C -1.8053 0.1313 -3.7834 0.61 0.44 0.38
C 2.1745 1.1629 -0.4107 -0.13 -0.10 0.24
C -2.0922 -1.8242 2.3852 -0.43 -0.63 -0.40
C 2.9105 1.0548 -1.5839 -0.01 0.07 0.08
C -0.3870 0.9472 5.0932 0.01 -0.21 -0.10
C -1.9717 -1.2423 -3.7202 0.03 0.04 -0.17
H 3.0646 2.6725 1.8145 -0.03 0.07 0.01
N -1.8722 2.0262 0.4167 0.74 -0.86 -0.22
H -4.6280 -2.6789 -6.2634 -0.03 0.11 -0.09
C -1.2980 -1.2074 4.7115 0.09 0.05 -0.34
C -3.4656 3.7183 0.0021 0.20 -0.18 0.16
H 5.1001 -0.1834 0.6299 0.07 -0.09 -0.05
C -2.6555 2.9866 0.8592 -0.50 0.62 0.11
S -0.4864 0.8501 -2.8366 -0.44 -0.47 0.03
H -4.0837 4.5269 0.3511 -0.07 0.04 0.08
C 3.5652 0.5632 2.0001 -0.40 -0.10 0.20
C -2.5998 0.9183 -4.5987 0.15 -0.10 -0.07
N -1.0455 0.7631 -1.2626 0.96 -0.86 -0.19
C -0.7866 -0.2806 5.5977 -0.02 0.15 -0.02
H -3.8402 -3.7171 -0.4503 -0.04 0.04 -0.04
H 1.6933 -3.7452 1.1829 -0.01 -0.07 -0.08
C 3.6826 -2.2840 -0.1070 -0.03 0.18 0.04
H -0.0903 2.1987 3.3993 0.01 0.11 -0.01
C 1.4756 2.3501 -0.1466 0.06 -0.19 0.13
H 4.6355 1.4968 0.3590 0.07 0.03 0.00
H -2.4421 1.9844 -4.5946 -0.06 0.13 -0.08
F 0.0694 1.8811 5.9388 -0.03 -0.19 -0.11
H 4.0449 -1.6761 -0.9310 0.11 0.01 -0.06
H 1.0105 4.3291 -0.8025 -0.08 0.04 -0.03
C 2.2840 3.2972 -2.1872 0.01 -0.02 0.18
C -2.4121 -2.2284 0.1219 -0.13 -0.19 -0.29
C -3.4319 3.3363 -1.3345 -0.10 0.14 0.38
C 1.2920 -2.0042 -0.7798 0.14 0.37 0.01
H -3.2817 -2.9947 3.7387 -0.01 0.00 0.05
C -1.4381 -0.9415 3.3448 0.24 0.54 0.10
N -4.6324 -1.6777 -6.1738 -0.41 -0.23 -0.28
C -3.0379 -2.8016 2.7075 0.25 0.21 0.05
H 5.6307 1.0648 1.7458 0.04 0.03 0.13
H 1.1843 -3.0548 -1.0470 -0.05 -0.12 0.09
H -4.0511 3.8238 -2.0771 -0.06 0.09 -0.01
C 2.3005 -1.8448 0.3566 -0.17 0.22 0.20
H -4.4009 -4.2558 1.9290 -0.05 -0.05 0.04